No. 1
The following is a quantum chemistry calculation of C41H49ClF2GeNO2Si2TeV as an isolated structure in a non-equilibrium geometry, from OMol25.

The geometry in XYZ format:
```
101
Properties=species:S:1:pos:R:3:forces:R:3:lowdin_charge:R:1
V -0.362174 -0.444249 -0.210741 -0.86 0.18 1.09 0.5701
F -3.126659 -2.356847 3.693894 -0.03 0.06 -0.01 0.0175
C -3.070468 -1.297764 2.827970 0.28 -0.15 -0.29 -0.2597
C -2.300863 -1.456479 1.735373 -0.25 -0.23 0.43 -0.0645
C -2.000700 -0.497645 0.727267 0.96 0.30 -0.72 -0.1632
C -2.730252 0.831714 0.527260 -0.01 0.05 0.02 -0.1771
C -4.182267 0.906860 2.626451 0.04 -0.09 0.01 -0.2022
F -4.890370 1.812657 3.334219 0.01 -0.01 0.00 0.0681
C -3.817308 -0.177184 3.317345 -0.11 0.15 0.01 0.0405
C -2.620866 1.140788 -0.954564 0.01 -0.08 0.00 -0.1615
C -3.579004 1.719075 -1.781543 -0.03 0.10 0.02 0.0181
C -3.297422 1.887616 -3.124697 0.06 -0.04 0.00 -0.0314
C -2.069180 1.490719 -3.641393 -0.05 0.03 -0.03 -0.0563
C -1.167171 0.922953 -2.774062 0.05 0.02 0.04 -0.1256
N -1.438351 0.751710 -1.475120 -0.24 0.05 -0.18 0.0105
H -1.787690 -2.412722 1.682670 -0.02 -0.01 -0.01 0.0869
H -4.140104 -0.241952 4.349356 0.00 0.01 0.00 0.1242
H -4.536911 2.041105 -1.399400 0.01 0.00 0.01 0.0747
H -4.047605 2.330910 -3.768198 0.00 0.00 0.00 0.1117
H -1.820761 1.610998 -4.687082 0.01 -0.01 0.01 0.1012
H -0.194823 0.576739 -3.095385 0.04 0.01 -0.03 0.0708
C 6.172256 -1.562294 -2.064745 0.00 -0.01 0.01 -0.1934
Si 4.679902 -2.665211 -1.787415 0.00 0.01 -0.02 0.3735
C 4.900462 -4.261545 -2.754582 0.02 0.00 0.02 -0.1883
C 4.497881 -3.059664 0.030135 -0.01 0.00 0.00 -0.1916
C 3.157147 -1.782957 -2.436104 0.09 0.05 -0.03 -0.5754
Te 2.762619 0.050403 -1.376354 0.00 -0.17 -0.04 1.3105
C 3.777845 1.284623 -2.820982 0.02 0.01 0.00 -0.5813
Si 2.688706 1.940234 -4.195612 -0.05 0.02 0.01 0.3849
C 1.834439 0.530598 -5.094253 0.02 0.00 -0.02 -0.1884
C 1.471975 3.144752 -3.440070 0.02 0.01 -0.03 -0.1774
C 3.754255 2.854779 -5.444601 0.00 0.00 0.00 -0.1888
H 7.084247 -2.040449 -1.699518 -0.01 0.00 0.00 0.0287
H 6.057477 -0.614593 -1.533347 0.00 -0.01 0.00 0.0200
H 6.312812 -1.344804 -3.126960 0.00 0.00 0.01 0.0288
H 5.758988 -4.830430 -2.388689 0.00 0.01 -0.01 0.0264
H 5.057917 -4.064369 -3.817693 -0.01 0.00 0.01 0.0260
H 4.016000 -4.895851 -2.658342 0.01 0.00 0.00 0.0285
H 5.447180 -3.415167 0.438991 -0.01 -0.02 0.00 0.0300
H 3.749215 -3.838426 0.190603 -0.01 0.01 0.00 0.0237
H 4.195217 -2.181300 0.603836 0.01 0.00 -0.01 0.0183
H 2.261828 -2.400471 -2.357177 0.00 0.00 0.04 -0.0225
H 3.274693 -1.509416 -3.487171 -0.03 -0.01 -0.01 0.0031
H 4.627818 0.696107 -3.172344 -0.02 0.00 -0.01 -0.0048
H 4.189495 2.119751 -2.248779 0.01 -0.01 0.01 0.0094
H 1.364613 -0.178823 -4.410964 0.00 0.00 0.02 0.0031
H 2.554937 -0.023443 -5.702227 -0.01 0.00 0.01 0.0321
H 1.063240 0.912792 -5.768132 0.00 0.00 0.01 0.0324
H 0.966893 2.731213 -2.565619 -0.01 -0.02 0.01 0.0118
H 0.702855 3.448871 -4.154079 0.00 -0.01 0.01 0.0338
H 1.999063 4.047063 -3.118156 -0.01 -0.01 0.00 0.0371
H 4.486817 2.186495 -5.903701 0.00 0.00 0.00 0.0264
H 4.298479 3.675805 -4.972290 -0.01 0.00 0.00 0.0283
H 3.142078 3.278634 -6.244819 0.00 0.00 0.01 0.0284
O 1.575826 1.866492 2.614791 0.03 -0.04 -0.01 0.0559
C 0.786317 1.783371 1.694737 -0.01 0.06 0.08 -0.6215
O 0.676828 0.730286 0.924414 -0.08 -0.08 -0.31 -0.2621
C -0.151883 2.945881 1.377686 -0.01 -0.03 -0.04 -0.1702
C -1.216425 3.107034 2.483631 -0.03 0.00 0.00 -0.2406
Ge -2.912244 3.950862 1.894221 -0.05 0.01 -0.01 1.0194
C -2.414221 5.417955 0.674931 0.01 -0.05 -0.02 -0.2523
C -2.327490 5.172178 -0.696060 0.00 0.03 -0.01 -0.1012
C -1.887980 6.153495 -1.575300 0.00 0.02 0.01 -0.0955
C -1.534024 7.408032 -1.095540 -0.01 -0.02 0.00 -0.1110
C -1.622749 7.672527 0.264340 -0.01 -0.01 0.02 -0.1028
C -2.056997 6.683251 1.138967 0.00 0.00 -0.01 -0.1031
C -4.176412 2.800968 1.004366 0.07 0.01 0.02 -0.2604
C -4.103354 1.271769 1.151767 -0.03 0.01 0.05 -0.3237
C -5.317257 0.600600 0.524632 -0.04 0.02 -0.01 -0.0634
C -6.333503 1.297177 -0.042552 0.11 -0.01 0.04 -0.1628
C -6.328502 2.710874 -0.178999 -0.04 0.05 -0.03 -0.1796
C -5.251234 3.401821 0.384759 -0.01 -0.08 0.01 -0.1951
C -3.663824 4.829268 3.496163 0.02 0.01 -0.02 -0.2618
C -4.764169 5.678241 3.367419 0.01 0.01 0.02 -0.1072
C -5.333390 6.293950 4.473297 0.01 -0.01 -0.01 -0.0992
C -4.812813 6.064883 5.740866 0.01 -0.01 -0.01 -0.1120
C -3.724643 5.218134 5.889982 0.00 0.00 -0.01 -0.1014
C -3.157164 4.609843 4.775572 -0.02 0.01 0.00 -0.1076
H -0.595807 2.799144 0.389052 0.00 0.00 0.02 0.0849
H 0.448469 3.855344 1.321259 -0.01 0.02 0.01 0.1187
H -0.798313 3.714064 3.287711 0.02 -0.01 0.00 0.0674
H -1.451735 2.137641 2.934557 0.00 0.00 -0.01 0.0801
H -2.621234 4.200048 -1.079170 0.00 0.00 0.01 0.0842
H -1.825049 5.939235 -2.636124 0.00 0.01 0.00 0.0939
H -1.194101 8.177366 -1.778520 0.00 0.00 0.00 0.0917
H -1.353821 8.650702 0.645593 0.00 0.00 0.00 0.0937
H -2.124734 6.902560 2.199728 0.00 0.00 0.00 0.0971
H -2.049769 1.562512 0.973879 -0.03 -0.04 -0.03 0.0832
H -5.358594 -0.481068 0.604365 -0.01 0.00 0.00 0.1020
H -7.171990 0.732245 -0.441272 0.00 0.00 0.00 0.0916
H -7.155843 3.235154 -0.636686 0.01 0.00 0.00 0.0611
H -5.244830 4.488285 0.298352 -0.01 0.00 0.00 0.0908
H -5.190495 5.857833 2.386017 0.00 0.00 0.00 0.0961
H -6.188163 6.947996 4.347310 0.00 0.00 0.00 0.0945
H -5.257389 6.539874 6.607144 0.00 0.00 0.00 0.0915
H -3.316183 5.026547 6.875271 0.00 0.00 0.00 0.0943
H -2.311809 3.946152 4.917302 0.00 0.00 0.00 0.0894
Cl 0.635089 -2.658890 0.156629 0.13 -0.05 0.03 0.5201
C -0.497982 -2.261174 -1.254932 0.14 -0.07 -0.08 -0.5260
H -1.338060 -2.941002 -1.143575 -0.02 0.02 -0.02 -0.0034
H 0.073089 -2.499172 -2.153751 -0.03 0.01 -0.03 -0.0235
```
Forces are in eV/Å.

Summary:
Multiplicity: 2
Net charge: -1
HOMO level (alpha / beta), eV: -2.912 / -2.917
Expectation value of S²: 0.81
HOMO-LUMO gap (alpha / beta), eV: 4.7 / 4.7

---

No. 2
The following is a quantum chemistry calculation of a 2-piece molecular cluster, C41H49N4O overall in a non-equilibrium geometry, from OMol25.

The geometry in XYZ format:
```
95
Properties=species:S:1:pos:R:3:forces:R:3:lowdin_charge:R:1
C -6.871602 3.570016 2.396723 0.14 -0.21 -0.08 -0.0832
C -6.045188 3.600517 3.527563 0.09 -0.11 -0.28 -0.0704
C -4.783895 3.003330 3.478289 -0.22 0.02 -0.24 -0.0286
C -4.347730 2.344577 2.318255 0.34 -0.14 -0.14 -0.2008
C -2.929550 1.759309 2.299171 -0.10 -0.14 0.60 -0.1833
C -1.856270 2.823921 2.068682 -0.16 -0.13 0.10 -0.1748
C -0.588052 2.660221 2.651580 -0.09 0.15 -0.19 -0.0563
C 0.441303 3.556821 2.370384 -0.20 0.07 0.02 -0.0756
C 0.186522 4.663374 1.555226 0.02 -0.07 0.01 -0.0985
C -1.086903 4.862064 1.022454 -0.02 -0.13 0.12 -0.0799
C -2.106360 3.939187 1.267363 0.28 0.02 -0.04 -0.0144
C -2.743155 0.564071 1.336786 -0.08 0.28 -0.60 -0.2975
C -3.603137 -0.681210 1.646988 -0.01 -0.02 0.31 -0.0997
C -2.655964 -1.903822 1.676880 0.14 -0.09 -0.31 -0.1381
C -1.236727 -1.322486 1.649258 0.22 -0.04 0.64 -0.2031
N -1.390908 0.064993 1.293952 0.92 -0.18 -0.09 -0.0281
C -5.180363 2.293576 1.196333 -0.22 0.37 0.32 -0.0468
C -6.433085 2.924106 1.237331 0.22 -0.14 0.03 -0.0750
H -7.863089 4.027766 2.421663 0.36 -0.11 0.00 0.1061
H -6.383080 4.092701 4.441402 0.12 -0.14 -0.29 0.1077
H -4.120559 3.059577 4.344596 -0.19 -0.06 -0.23 0.1213
H -2.750012 1.336598 3.301219 -0.01 0.14 -0.10 0.1505
H -0.411284 1.813534 3.324287 -0.06 0.34 -0.19 0.1199
H 1.427560 3.392907 2.808083 -0.26 0.15 -0.13 0.1074
H 0.988796 5.366651 1.328555 -0.21 -0.13 0.13 0.1031
H -1.299652 5.740155 0.410605 0.10 -0.22 0.13 0.1050
H -3.097246 4.087172 0.828413 0.33 -0.04 0.20 0.1223
H -2.966322 0.929277 0.319293 -0.23 0.01 0.20 0.1079
H -4.069269 -0.588817 2.633065 -0.07 0.20 -0.18 0.1205
H -4.397439 -0.787565 0.905612 0.02 -0.07 0.18 0.1135
H -2.802870 -2.515405 2.575241 -0.06 0.14 -0.30 0.1111
H -2.794519 -2.554930 0.805479 -0.16 0.12 0.18 0.1052
H -0.739475 -1.441939 2.629040 -0.12 -0.03 -0.23 0.1208
H -0.587407 -1.810814 0.909665 -0.18 -0.17 0.25 0.0616
H -0.614875 0.659821 1.557649 -0.52 0.08 0.02 0.0974
H -4.854362 1.789921 0.280434 -0.18 0.21 0.36 0.1075
H -7.050531 2.895347 0.339162 0.01 0.05 0.32 0.1040
C 5.630931 -3.536439 -2.467934 0.28 0.29 -0.31 -0.0031
N 4.331048 -3.471500 -1.845298 -0.27 -0.56 0.35 -0.0422
C 3.679210 -4.601759 -1.446458 0.48 -1.04 -0.55 -0.3738
O 4.097511 -5.748276 -1.576157 -0.67 1.53 0.40 0.0992
C 2.338885 -4.170022 -0.849522 -0.04 -0.48 -0.54 -0.1513
C 2.271424 -4.447561 0.654901 0.00 0.07 0.32 -0.0833
C 2.299614 -5.930724 0.966004 -0.10 -0.03 0.30 -0.2397
C 1.210478 -6.737237 0.616208 0.44 -0.24 -0.02 -0.0446
C 1.278746 -8.120935 0.814101 0.08 0.27 0.07 -0.0705
C 2.419508 -8.687217 1.393800 0.05 0.24 -0.07 -0.0767
C 3.488281 -7.873177 1.786137 -0.25 0.10 0.01 -0.0668
C 3.412040 -6.491995 1.603089 -0.18 -0.10 -0.42 -0.0410
N 2.303220 -2.736271 -1.176864 -1.54 0.87 0.52 0.0378
C 1.213790 -1.977008 -0.940845 0.87 -0.87 -0.64 -0.0050
C 1.120882 -0.595032 -1.113972 0.08 0.59 0.02 -0.0693
C -0.080474 0.117543 -1.080826 -0.10 -0.18 -0.39 0.0084
C -0.185878 1.534468 -1.297236 0.08 0.16 0.17 -0.2182
C -1.413768 2.113614 -1.729453 0.23 -0.10 -0.43 -0.0111
C -1.453397 3.392032 -2.244348 0.12 -0.10 0.19 -0.0066
C -0.306011 4.227910 -2.175594 -0.12 0.05 -0.44 -0.2240
N -0.385610 5.518078 -2.655883 -0.20 -0.20 0.36 -0.1908
C 0.476793 6.567600 -2.148522 0.46 -0.22 0.07 -0.0551
C -1.034609 5.782937 -3.926374 -0.17 0.01 -0.14 -0.0446
C 0.885920 3.707916 -1.615203 -0.03 -0.04 0.33 -0.0038
C 0.938683 2.393949 -1.184911 -0.32 0.06 -0.35 -0.0051
C 3.555280 -2.241357 -1.765888 0.81 0.19 -0.07 -0.4653
C 4.280229 -1.257395 -0.833169 0.02 -0.11 0.15 0.0143
C 3.352854 -1.678367 -3.183792 -0.07 -0.19 0.06 0.0191
H 6.070293 -4.519309 -2.288583 -0.23 0.12 0.03 0.1028
H 5.553624 -3.377370 -3.551588 0.08 -0.06 0.18 0.0999
H 6.290411 -2.771410 -2.045730 -0.06 -0.14 -0.07 0.0939
H 1.530288 -4.703321 -1.388199 0.34 0.24 0.30 0.1736
H 3.124162 -3.943139 1.144124 -0.36 -0.13 -0.14 0.1305
H 1.341628 -3.996113 1.035324 0.22 -0.05 0.01 0.1182
H 0.327752 -6.277760 0.161578 0.22 -0.23 0.11 0.1131
H 0.443499 -8.750838 0.503261 0.26 0.15 0.16 0.1067
H 2.478331 -9.765281 1.539048 -0.02 0.27 -0.06 0.1061
H 4.387318 -8.307516 2.225839 -0.33 0.08 -0.07 0.1087
H 4.233164 -5.837331 1.905660 -0.18 -0.28 -0.11 0.1158
H 0.335295 -2.554903 -0.634240 0.30 0.22 -0.11 0.1370
H 2.028613 -0.035811 -1.356706 -0.54 -0.28 0.19 0.0819
H -1.011862 -0.454738 -1.084410 0.26 0.24 0.14 0.1291
H -2.329521 1.518318 -1.708847 0.33 0.08 -0.14 0.1163
H -2.376049 3.803684 -2.666173 0.32 -0.27 0.40 0.1188
H 0.528165 6.516168 -1.051554 -0.01 0.01 -0.31 0.0807
H 1.499063 6.484085 -2.545855 -0.07 0.17 0.03 0.0927
H 0.074875 7.547546 -2.433828 0.04 -0.32 0.06 0.0966
H -1.768467 5.002942 -4.141200 0.14 0.27 -0.06 0.0767
H -1.540450 6.754898 -3.899379 0.05 -0.22 -0.01 0.0953
H -0.300319 5.793811 -4.748745 -0.14 0.02 0.16 0.1012
H 1.769396 4.347209 -1.544370 -0.33 -0.25 0.05 0.1168
H 1.861183 2.003146 -0.757667 -0.13 0.15 -0.16 0.1173
H 4.536670 -1.775861 0.103826 -0.06 0.22 -0.30 0.1036
H 5.202429 -0.916609 -1.323722 -0.28 -0.04 0.24 0.0916
H 3.661423 -0.389781 -0.591359 0.33 -0.13 -0.04 0.0673
H 3.193586 -2.517782 -3.877007 -0.01 0.33 0.16 0.1064
H 2.488023 -1.011409 -3.232387 0.25 -0.04 -0.06 0.0781
H 4.258559 -1.133811 -3.479757 -0.31 -0.11 -0.03 0.0975
```
Forces are in eV/Å.

Summary:
Net charge: +1
HOMO level, eV: -10.285
HOMO-LUMO gap, eV: 6.3